1.
Formula: C2H7N3
Source: OMol25
Level of theory: ωB97M-V with the def2-TZVPD basis set

XYZ file:
```
12
Properties=species:S:1:pos:R:3:mulliken_charge:R:1
C 0.67019 -1.99014 0.60354 -0.638
C -0.85027 0.77200 -0.24469 0.064
H 0.85694 -2.41202 1.64101 0.303
H 1.40434 -2.28026 -0.19345 0.209
H -0.36068 -2.22516 0.21640 0.240
H 0.87052 -0.15468 1.58778 0.234
H 1.04722 0.85485 -0.79773 0.273
H -1.48149 0.18707 0.36022 0.351
H -2.03256 2.27151 -0.67429 0.229
N 0.87122 -0.54439 0.67028 -0.346
N 0.38133 0.26910 -0.38101 -0.232
N -1.14167 1.85636 -0.90256 -0.686
```

LUMO energy (eV): 1.02
Calculated total energy (eV): -6655.993
SMILES: [H]/N=C/NNC
Total charge: 0



2.
Formula: C24H35FeIN4O3PS2
Source: OMol25
Level of theory: ωB97M-V with the def2-TZVPD basis set

XYZ file:
```
71
Properties=species:S:1:pos:R:3:mulliken_spin:R:1
Fe 0.12370 -0.03190 -0.21280 3.730
O 0.65670 -0.35070 2.09310 0.037
C 0.64890 -1.70550 2.55340 0.002
C -0.73510 -2.15170 3.03160 0.002
C -1.85330 -1.73700 2.06240 0.005
C -1.78520 -2.50620 0.77740 0.013
C -2.42620 -3.73440 0.64610 -0.002
C -2.36130 -4.41000 -0.55910 0.002
C -1.63530 -3.84920 -1.60200 0.004
C -1.00310 -2.64110 -1.38660 0.037
N -1.08120 -1.98070 -0.23020 -0.022
H 0.37010 0.19540 2.83690 0.001
H 1.37220 -1.81710 3.36890 0.003
H 0.98740 -2.30060 1.70250 0.003
H -0.93680 -1.71530 4.01120 -0.001
H -0.73810 -3.23650 3.15140 0.000
H -1.76730 -0.66670 1.84980 0.005
H -2.81330 -1.92040 2.54340 0.001
H -2.98440 -4.13320 1.47790 0.000
H -2.86460 -5.35460 -0.68440 0.000
H -1.55340 -4.33240 -2.55990 0.000
H -0.41490 -2.16600 -2.16700 0.007
N 2.36660 2.35250 -1.00280 0.011
C 3.05180 1.22030 -0.71960 0.018
C 4.43960 1.23290 -0.48060 -0.002
C 5.06700 0.06510 -0.12710 0.001
C 4.32860 -1.11910 -0.05930 -0.001
C 2.97930 -1.05830 -0.32000 0.031
N 2.34570 0.08350 -0.61570 0.025
H 2.87260 3.18800 -1.24140 0.000
H 1.42190 2.25900 -1.34910 -0.004
H 4.98100 2.16060 -0.55770 0.000
H 6.12340 0.05480 0.08930 0.000
H 4.79640 -2.05820 0.18510 0.000
H 2.35760 -1.94990 -0.32300 0.000
C -3.19080 0.40270 -5.78590 0.000
C -3.02610 -0.60820 -4.67100 0.004
C -3.59420 -0.11450 -3.35160 0.004
O -1.63700 -1.01140 -4.49130 0.005
P -0.36110 -0.12070 -4.32800 -0.070
S 1.24650 -1.29700 -3.99700 0.809
S -0.45540 1.10440 -2.67900 0.305
O -0.24320 0.68310 -5.66770 -0.005
C 0.89320 1.51320 -6.01550 0.000
C 0.58980 2.94200 -5.59940 0.001
C 1.08330 1.35970 -7.51310 -0.002
H -4.25040 0.57000 -5.96320 0.000
H -2.73860 0.03570 -6.70340 0.000
H -2.72430 1.34910 -5.51960 0.000
H -3.50300 -1.55390 -4.94450 -0.001
H -3.20110 0.87120 -3.10920 -0.004
H -3.34020 -0.80420 -2.54770 0.002
H -4.67560 -0.05190 -3.43550 0.000
H 1.76950 1.13000 -5.47430 0.000
H -0.26640 3.31440 -6.15580 0.000
H 1.44350 3.57730 -5.80920 0.000
H 0.36810 2.99950 -4.53490 0.001
H 0.19320 1.69520 -8.03950 0.000
H 1.26700 0.31920 -7.76770 0.001
H 1.93220 1.95550 -7.83130 0.000
I -5.37850 2.30580 -0.77870 0.001
C -3.39810 2.67780 -0.16860 0.002
C -2.93590 3.96470 0.08010 -0.003
C -1.61160 4.12760 0.45530 0.002
C -0.79960 3.00940 0.56180 0.011
N -1.24510 1.77680 0.32240 0.028
C -2.51740 1.61410 -0.03000 0.008
H -3.58900 4.81800 -0.02060 0.000
H -1.21340 5.10870 0.65850 0.000
H 0.23840 3.09190 0.85440 0.006
H -2.84380 0.59810 -0.21170 -0.009
```

LUMO energy (spin up / spin down) (eV): -4.91 / -8.40
2S+1: 6
Calculated total energy (eV): -110996.250
Total charge: +2



3.
Formula: C2H9NO3
Source: OMol25
Level of theory: ωB97M-V with the def2-TZVPD basis set

XYZ file:
```
15
Properties=species:S:1:pos:R:3:mulliken_charge:R:1
C 0.98659 1.19184 1.09981 -0.916
C -0.07861 0.27114 0.64805 0.693
N -1.24066 0.54499 1.38458 -0.357
O -0.01866 -0.36770 -0.42639 -0.596
H 0.82326 2.17700 1.58595 0.332
H 1.44106 1.48792 0.11986 0.253
H 1.72397 0.42168 1.50483 0.258
H -2.02272 0.01755 1.07968 0.105
H -1.10542 0.65262 2.39291 0.249
H -2.49504 -0.67182 -0.33391 0.320
H -2.96802 0.21083 -1.47877 0.320
O -3.16405 -0.05939 -0.58678 -0.652
H 4.05314 -1.23053 -1.18422 0.304
H 2.48448 -1.03111 -1.53044 0.343
O 3.34546 -1.40129 -1.77872 -0.656
```

LUMO energy (eV): 0.61
Calculated total energy (eV): -9852.173
SMILES: CC(N)=O.O.O
Total charge: 0



4.
Formula: C18H35Br10ClNOP
Source: OMol25
Level of theory: ωB97M-V with the def2-TZVPD basis set

XYZ file:
```
67
Properties=species:S:1:pos:R:3:mulliken_charge:R:1
C 6.37622 -1.80414 2.35780 -0.835
C 4.96244 -1.92609 2.36374 -0.110
C 4.17305 -2.14721 0.97666 -0.419
P 3.62785 -0.54923 0.10986 -0.050
C 4.79293 0.79318 0.85776 -0.629
C 4.45746 2.14407 0.07495 0.392
O 3.75502 2.12867 -0.96977 -0.405
Cl 5.03921 3.77261 0.65469 -0.188
N 2.02137 -0.01548 0.59498 -0.064
C 0.99010 -1.09016 0.52309 0.099
C -0.15561 -0.86151 1.63756 0.108
C 0.38524 -0.92867 3.15388 -0.623
H 6.98277 -2.19636 1.45954 0.249
H 6.99759 -1.38603 3.22752 0.247
H 4.31941 -1.92182 3.32050 0.298
H 3.34550 -2.90973 1.16138 0.220
H 4.93173 -2.66728 0.27298 0.370
H 4.42121 0.91665 1.94886 0.324
H 5.88999 0.48346 0.83072 0.426
H 2.00945 0.49845 1.48726 0.309
H 0.46035 -0.97547 -0.49471 -0.222
H 1.39242 -2.15773 0.55614 -0.066
H -0.66057 0.16605 1.50354 -0.320
H -0.94978 -1.68975 1.53880 0.434
H 1.44181 -0.48395 3.28849 0.172
H -0.30900 -0.24100 3.77116 -0.021
H 0.41800 -1.98840 3.59256 0.283
Br -0.83554 1.46101 -1.36363 -0.105
C 0.47534 2.43553 -2.42818 -0.649
C -0.18929 3.19172 -3.55149 -0.538
Br -0.68192 1.98814 -5.00272 -0.130
H 1.21037 1.70862 -2.77334 0.352
H 0.95347 3.12474 -1.72998 0.340
H 0.50344 3.90760 -3.99741 0.392
H -1.09616 3.71308 -3.24631 0.344
Br -0.71376 -1.58644 -3.75140 0.026
C -1.14683 -2.76713 -5.23917 -0.466
C -0.73491 -2.15753 -6.55682 -0.620
Br -1.98808 -0.77228 -7.11724 -0.175
H -2.21343 -2.98157 -5.17703 0.435
H -0.58539 -3.68270 -5.04861 0.049
H -0.76497 -2.90427 -7.35236 0.379
H 0.25382 -1.70016 -6.53117 0.384
Br 1.87792 -5.08008 -1.23765 -0.121
C 0.68428 -6.53521 -1.74565 -0.604
C -0.05368 -6.21610 -3.02230 -0.630
Br -1.50719 -4.95748 -2.70065 -0.128
H 0.02264 -6.71604 -0.89885 0.394
H 1.33443 -7.40081 -1.88507 0.330
H -0.53638 -7.10977 -3.42173 0.379
H 0.58270 -5.77799 -3.79101 0.380
Br -2.17519 1.77618 4.70151 -0.173
C -2.80302 2.75400 3.13672 0.349
C -4.00894 2.08723 2.52282 -0.462
Br -3.50174 0.51017 1.49350 -0.136
H -1.95915 2.83590 2.45122 0.349
H -3.06262 3.74827 3.50862 -0.463
H -4.48953 2.75107 1.80179 0.176
H -4.74474 1.76344 3.25842 0.389
Br -3.99541 6.00136 3.87147 -0.162
C -5.61484 5.75777 2.81426 -0.336
C -6.84748 5.81369 3.68168 -0.607
Br -7.08625 4.15312 4.67489 -0.131
H -5.50748 4.81516 2.27803 0.117
H -5.61249 6.58087 2.09749 0.364
H -7.74528 5.90826 3.06850 0.346
H -6.82510 6.62143 4.41250 0.387
```

LUMO energy (eV): 0.36
Calculated total energy (eV): -745005.002
SMILES: C=CCP(CC(=O)Cl)NCCC.BrCCBr.BrCCBr.BrCCBr.BrCCBr.BrCCBr
Total charge: 0



5.
Formula: C5H10O2
Source: OMol25
Level of theory: ωB97M-V with the def2-TZVPD basis set

XYZ file:
```
17
Properties=species:S:1:pos:R:3:mulliken_charge:R:1
C 2.25379 -0.89197 -0.36312 -1.110
C 1.08238 -0.84322 0.59696 -0.310
O 0.40379 0.40264 0.45828 -0.390
C -0.99395 0.29097 0.30019 0.477
C -1.59585 1.67026 0.51070 -1.429
C -1.27151 -0.18996 -1.11671 -0.061
O -1.94043 -1.15305 -1.40021 -0.479
H 2.91539 -0.03675 -0.19936 0.279
H 2.82874 -1.81271 -0.21956 0.374
H 1.90324 -0.86250 -1.40025 0.282
H 0.39406 -1.67582 0.39932 0.349
H 1.42290 -0.93235 1.63687 0.296
H -1.42033 -0.44037 1.00134 0.306
H -2.68445 1.64341 0.40065 0.389
H -1.34427 2.03024 1.51133 0.341
H -1.18334 2.37285 -0.22064 0.337
H -0.77016 0.42832 -1.89580 0.351
```

LUMO energy (eV): 1.05
Calculated total energy (eV): -9441.342
SMILES: CCO[C@@H](C)C=O
Total charge: 0



6.
Formula: C4H6N2
Source: OMol25
Level of theory: ωB97M-V with the def2-TZVPD basis set

XYZ file:
```
12
Properties=species:S:1:pos:R:3:mulliken_charge:R:1
N -2.31043 -0.57008 -1.42496 -0.420
C -1.65348 0.08104 -0.72961 0.335
C -0.89002 0.97400 0.15032 -0.463
C 0.18667 0.30046 0.97257 -0.110
C 0.80248 -1.30402 -1.03654 -0.376
N 1.29551 0.89567 1.15126 -0.613
H -0.42513 1.76820 -0.44072 0.253
H -1.60332 1.44735 0.83788 0.305
H -0.10368 -0.63620 1.46030 0.458
H 1.44239 -0.93869 -1.86754 0.181
H 1.15647 -2.34482 -0.87658 0.176
H 1.88401 0.36327 1.79429 0.273
```

LUMO energy (spin up / spin down) (eV): -1.09 / -1.13
Calculated total energy (eV): -7219.758
Total charge: 0



Question: The highest total charge belongs to which entry?
Answer: C24H35FeIN4O3PS2